{"formula": "C15H17N3O4", "method": "wB97M-V/def2-TZVPD", "symbols": ["C", "N", "C", "C", "C", "C", "C", "C", "C", "C", "O", "C", "O", "C", "O", "C", "N", "N", "C", "O", "C", "C", "H", "H", "H", "H", "H", "H", "H", "H", "H", "H", "H", "H", "H", "H", "H", "H", "H"], "positions_angstrom": [[-0.2528, 3.4466, 1.0263], [0.8925, 2.7484, 0.4861], [1.8149, 2.1418, 1.4456], [1.2768, 0.7850, 1.8285], [0.3403, 0.6520, 2.8446], [-0.2387, -0.5761, 3.1090], [0.1142, -1.6853, 2.3614], [1.0560, -1.5627, 1.3549], [1.6324, -0.3344, 1.0858], [1.0046, 2.3334, -0.7897], [2.0017, 1.7843, -1.2208], [-0.2160, 2.4624, -1.7206], [-0.5795, 1.1176, -2.0378], [-1.1658, 0.4162, -1.0578], [-1.5720, 0.9032, -0.0326], [-1.2340, -1.0240, -1.3949], [-1.9292, -1.7595, -0.6147], [-1.9990, -3.0762, -0.8480], [-1.1698, -3.8136, -1.6590], [-1.3148, -5.0065, -1.7723], [-0.0613, -3.0032, -2.2943], [-0.4995, -1.5686, -2.5867], [-1.1100, 2.7795, 1.1455], [0.0199, 3.8475, 2.0008], [-0.5210, 4.2846, 0.3833], [2.7850, 2.0441, 0.9541], [1.9070, 2.7998, 2.3110], [0.0587, 1.5141, 3.4320], [-0.9719, -0.6658, 3.8966], [-0.3414, -2.6434, 2.5634], [1.3452, -2.4308, 0.7791], [2.3543, -0.2338, 0.2890], [0.0800, 2.9126, -2.6686], [-1.0663, 2.9819, -1.2796], [-2.6706, -3.5715, -0.2721], [0.2806, -3.5114, -3.1957], [0.7685, -2.9992, -1.5801], [0.3590, -0.9423, -2.8253], [-1.1782, -1.5466, -3.4462]], "mulliken_charge": [-1.092, 0.194, -1.740, 0.923, -0.331, -0.649, -0.547, -0.541, -0.344, 0.625, -0.647, -0.612, -0.354, 0.465, -0.558, 0.349, -0.497, 0.019, 0.508, -0.625, -0.464, -0.374, 0.322, 0.347, 0.415, 0.406, 0.608, 0.383, 0.393, 0.417, 0.524, 0.399, 0.333, 0.400, 0.260, 0.348, 0.186, 0.320, 0.233], "orbital_gap_ha": 0.3418, "fmax_ev_per_a": 1.05, "smiles": "CN(Cc1ccccc1)C(=O)COC(=O)C1=NNC(=O)CC1", "homo_ev": -9.14}

{"formula": "C15H17N3O4S", "method": "wB97M-V/def2-TZVPD", "symbols": ["C", "C", "C", "C", "C", "S", "O", "O", "N", "C", "C", "N", "C", "C", "C", "C", "C", "C", "N", "O", "O", "C", "C", "H", "H", "H", "H", "H", "H", "H", "H", "H", "H", "H", "H", "H", "H", "H", "H", "H"], "positions_angstrom": [[0.1964, -3.3095, -5.7105], [0.1388, -2.6302, -4.3778], [-0.8974, -2.9036, -3.4890], [-0.9659, -2.2605, -2.2664], [0.0071, -1.3391, -1.9339], [-0.0652, -0.5466, -0.3425], [0.8179, 0.5843, -0.3415], [-1.4311, -0.3573, 0.0479], [0.5708, -1.7759, 0.6211], [-0.0596, -2.0150, 1.8983], [0.5518, -1.1810, 3.0434], [0.7366, 0.2007, 2.6946], [-0.2523, 1.0916, 2.4456], [-1.5794, 0.8631, 2.8510], [-2.5724, 1.7790, 2.6101], [-2.2969, 2.9737, 1.9483], [-1.0119, 3.2292, 1.5421], [0.0188, 2.3180, 1.7902], [1.3069, 2.6652, 1.3127], [1.4115, 3.6285, 0.5807], [2.2810, 2.0105, 1.6783], [1.0434, -1.0482, -2.7984], [1.1056, -1.6953, -4.0200], [1.2244, -3.4233, -6.0449], [-0.3333, -2.7105, -6.4515], [-0.2756, -4.2879, -5.6700], [-1.6551, -3.6237, -3.7607], [-1.7652, -2.4493, -1.5681], [1.5761, -1.7014, 0.6692], [-1.1073, -1.7480, 1.7512], [0.0116, -3.0803, 2.1408], [1.5385, -1.5794, 3.2939], [-0.0838, -1.2714, 3.9298], [1.6317, 0.4712, 2.2914], [-1.8218, -0.0566, 3.3579], [-3.5801, 1.5663, 2.9349], [-3.0838, 3.6852, 1.7554], [-0.7593, 4.1419, 1.0239], [1.7753, -0.3123, -2.5057], [1.9108, -1.4731, -4.7045]], "mulliken_charge": [-1.420, 0.931, -0.838, -0.596, -0.098, 1.781, -0.649, -0.691, -0.235, -0.687, -1.044, -0.098, 1.083, -0.564, -0.722, -0.669, -0.695, 0.058, 1.227, -0.685, -0.754, -0.398, -0.804, 0.376, 0.288, 0.379, 0.363, 0.446, 0.323, 0.361, 0.443, 0.421, 0.345, 0.402, 0.300, 0.398, 0.397, 0.476, 0.474, 0.376], "orbital_gap_ha": 0.2980, "fmax_ev_per_a": 1.43, "smiles": "Cc1ccc(S(=O)(=O)NCCNc2ccccc2[N+](=O)[O-])cc1", "homo_ev": -8.02}

{"formula": "C15H17N3O5", "method": "wB97M-V/def2-TZVPD", "symbols": ["N", "C", "C", "C", "C", "N", "C", "C", "C", "C", "C", "C", "C", "O", "N", "C", "C", "C", "O", "O", "C", "O", "O", "H", "H", "H", "H", "H", "H", "H", "H", "H", "H", "H", "H", "H", "H", "H", "H", "H"], "positions_angstrom": [[1.0067, 3.0615, -1.9219], [0.3777, 2.4033, -0.7774], [-0.7652, 1.5340, -1.2389], [-1.7565, 1.1609, -0.1765], [-2.6047, 1.9229, 0.5938], [-3.4787, 1.0894, 1.2351], [-3.2992, -0.2027, 0.9250], [-3.9149, -1.3992, 1.2928], [-3.4661, -2.5444, 0.5997], [-2.4288, -2.5103, -0.3591], [-1.8083, -1.3538, -0.6941], [-2.2043, -0.1782, 0.0009], [1.5043, 1.6496, -0.0404], [2.5929, 2.1352, 0.1479], [1.1730, 0.3779, 0.4224], [2.1415, -0.5913, 0.9738], [3.0507, -1.1212, -0.1592], [2.3998, -2.0578, -1.1827], [1.1961, -2.3545, -1.2013], [3.3413, -2.6393, -1.9379], [3.0639, -0.3310, 2.1818], [3.5126, -1.2481, 2.8287], [3.4709, 0.9400, 2.4279], [0.3263, 3.6764, -2.3453], [1.7507, 3.6780, -1.5459], [-0.0548, 3.0574, 0.0039], [-1.1640, 2.0655, -2.0860], [-0.3268, 0.6100, -1.6433], [-2.7191, 2.9669, 0.7543], [-4.1744, 1.3556, 1.9081], [-4.7035, -1.5034, 2.0373], [-3.8827, -3.5530, 0.8250], [-2.0999, -3.4493, -0.7692], [-1.0949, -1.3365, -1.5273], [0.2115, 0.0429, 0.2059], [1.5183, -1.4422, 1.2776], [3.8399, -1.7143, 0.3084], [3.5936, -0.3042, -0.6830], [2.8514, -3.3516, -2.3894], [3.0237, 1.4588, 1.7284]], "mulliken_charge": [-0.780, 0.962, -1.213, 1.326, -1.203, 0.038, -0.903, -0.885, -0.494, -0.627, -0.368, 1.324, 0.281, -0.748, -0.061, 0.010, -0.858, 0.547, -0.551, -0.454, 0.223, -0.563, -0.519, 0.267, 0.291, 0.154, 0.707, 0.101, 0.466, 0.197, 0.377, 0.303, 0.426, 0.232, 0.010, 0.405, 0.507, 0.373, 0.365, 0.334], "orbital_gap_ha": 0.3225, "fmax_ev_per_a": 2.87, "smiles": "N[C@@H](Cc1c[nH]c2ccccc12)C(=O)N[C@@H](CC(=O)O)C(=O)O", "homo_ev": -8.24}

{"formula": "C15H17N5O5S", "method": "wB97M-V/def2-TZVPD", "symbols": ["C", "C", "O", "C", "O", "C", "S", "C", "N", "N", "C", "C", "N", "C", "O", "C", "C", "C", "C", "N", "O", "O", "C", "C", "N", "C", "H", "H", "H", "H", "H", "H", "H", "H", "H", "H", "H", "H", "H", "H", "H", "H", "H"], "positions_angstrom": [[-0.3774, -1.9865, -1.1786], [0.5276, -1.9380, 0.0413], [1.8484, -1.5424, -0.3441], [2.8406, -2.4198, -0.1934], [2.7263, -3.5417, 0.2124], [4.1523, -1.7829, -0.5981], [4.7977, -0.7716, 0.7971], [3.3860, 0.2089, 1.1138], [2.5521, 0.0625, 2.1022], [1.6018, 0.9914, 1.9722], [1.8684, 1.7069, 0.9089], [0.9815, 2.7887, 0.3884], [-0.3959, 2.3574, 0.4931], [-0.9191, 1.5590, -0.4687], [-0.3989, 1.4079, -1.5569], [-2.2197, 0.9121, -0.1126], [-3.1888, 0.7884, -1.1057], [-4.3898, 0.1654, -0.8334], [-4.6071, -0.3512, 0.4382], [-5.8637, -1.0029, 0.7329], [-6.0187, -1.4405, 1.8515], [-6.6826, -1.0675, -0.1572], [-3.6384, -0.2620, 1.4302], [-2.4433, 0.3732, 1.1531], [3.0070, 1.2594, 0.3179], [3.6432, 1.7417, -0.8724], [-1.3905, -2.2256, -0.8676], [-0.0321, -2.7491, -1.8725], [-0.3779, -1.0240, -1.6846], [0.5872, -2.9130, 0.5335], [0.1846, -1.1877, 0.7596], [4.0257, -1.1474, -1.4733], [4.9087, -2.5455, -0.7687], [1.1914, 2.9718, -0.6683], [1.1138, 3.7116, 0.9591], [-0.7770, 2.3189, 1.4254], [-2.9828, 1.1876, -2.0866], [-5.1594, 0.0668, -1.5834], [-3.8356, -0.6913, 2.4007], [-1.6784, 0.4189, 1.9146], [4.6332, 1.2911, -0.9443], [3.7492, 2.8259, -0.8254], [3.0503, 1.4752, -1.7505]], "mulliken_charge": [-1.172, -0.192, -0.217, 0.537, -0.591, -0.555, -0.208, 0.182, -0.502, -0.369, 0.768, -0.957, -0.229, 0.348, -0.686, 0.901, -0.384, -0.542, -0.037, 1.011, -0.607, -0.616, -0.921, -0.378, 0.208, -1.069, 0.317, 0.429, 0.193, 0.445, 0.216, 0.280, 0.440, 0.449, 0.326, 0.301, 0.467, 0.489, 0.481, 0.326, 0.410, 0.386, 0.324], "orbital_gap_ha": 0.3127, "fmax_ev_per_a": 1.30, "smiles": "CCOC(=O)CSc1nnc(CNC(=O)c2ccc([N+](=O)[O-])cc2)n1C", "homo_ev": -9.43}

{"formula": "C15H17N5OS3", "method": "wB97M-V/def2-TZVPD", "symbols": ["C", "C", "N", "C", "S", "C", "C", "O", "N", "C", "N", "C", "C", "C", "C", "S", "N", "N", "C", "C", "C", "C", "C", "S", "H", "H", "H", "H", "H", "H", "H", "H", "H", "H", "H", "H", "H", "H", "H", "H", "H"], "positions_angstrom": [[-0.4059, 3.4193, -1.2746], [-0.7956, 1.9725, -0.9886], [0.2353, 1.2807, -0.2637], [0.3973, 1.2926, 1.0906], [-0.5791, 2.2798, 2.1342], [-0.2700, 1.4492, 3.7325], [-1.5774, 0.8593, 4.2188], [-2.1958, 1.3158, 5.1494], [-2.0655, -0.1912, 3.4944], [-1.4356, -0.8991, 2.4852], [-1.8513, -0.9641, 1.2714], [-1.0824, -1.7799, 0.5016], [-1.4383, -1.9586, -0.9376], [-0.0360, -2.3714, 1.1508], [1.0295, -3.2425, 0.5980], [-0.0231, -1.8947, 2.8170], [1.3713, 0.4991, 1.4529], [1.8708, -0.0504, 0.3436], [1.2111, 0.4136, -0.6918], [1.5013, 0.0241, -2.0400], [1.2368, 0.6409, -3.2342], [1.7295, -0.0790, -4.3401], [2.3610, -1.2267, -3.9792], [2.3775, -1.4561, -2.2778], [-0.2702, 3.9583, -0.3400], [-1.1915, 3.9053, -1.8461], [0.5230, 3.4662, -1.8392], [-1.6996, 1.9481, -0.3718], [-0.9855, 1.4228, -1.9133], [0.0634, 2.2075, 4.4392], [0.5114, 0.7135, 3.5519], [-3.0156, -0.4609, 3.7224], [-2.2758, -1.3094, -1.1754], [-1.7266, -2.9906, -1.1326], [-0.5954, -1.7135, -1.5813], [1.2688, -4.0454, 1.2920], [1.9306, -2.6484, 0.4368], [0.7160, -3.6683, -0.3517], [0.7378, 1.5871, -3.3317], [1.6187, 0.2492, -5.3579], [2.8250, -1.9549, -4.6138]], "mulliken_charge": [-1.266, -1.144, 0.616, 0.241, -0.169, -0.656, 0.496, -0.634, -0.056, 0.153, -0.644, 0.287, -1.416, 0.946, -1.296, -0.151, -0.433, -0.562, 0.532, -0.004, -0.276, -0.625, -0.469, -0.047, 0.374, 0.432, 0.299, 0.531, 0.582, 0.425, 0.385, 0.271, 0.343, 0.388, 0.273, 0.405, 0.251, 0.328, 0.409, 0.422, 0.459], "orbital_gap_ha": 0.3141, "fmax_ev_per_a": 1.29, "smiles": "CCn1c(SCC(=O)Nc2nc(C)c(C)s2)nnc1-c1cccs1", "homo_ev": -8.10}

{"formula": "C15H18AgClN3O4Si", "method": "wB97M-V/def2-TZVPD", "symbols": ["Ag", "N", "C", "C", "C", "C", "C", "N", "C", "C", "C", "C", "C", "N", "H", "H", "H", "H", "H", "H", "H", "H", "H", "O", "Cl", "O", "O", "O", "C", "Si", "C", "C", "C", "C", "H", "H", "H", "H", "H", "H", "H", "H", "H"], "positions_angstrom": [[0.0961, -0.3439, 1.1253], [1.7820, -2.8526, -0.8121], [0.4283, -3.1161, -0.6045], [0.0058, -4.4197, -1.0154], [-1.3264, -4.7257, -0.9451], [-2.2450, -3.7683, -0.4366], [-1.7042, -2.5665, 0.0285], [-0.3940, -2.2310, -0.0594], [2.5471, -1.7492, -0.4769], [3.8657, -1.7390, -0.9240], [4.7174, -0.7135, -0.5729], [4.2373, 0.3123, 0.2698], [2.9397, 0.2136, 0.7547], [2.1155, -0.7542, 0.3212], [2.2517, -3.5800, -1.3256], [0.7339, -5.1353, -1.3954], [-1.6472, -5.7280, -1.2283], [-3.3177, -3.9409, -0.4691], [-2.2987, -1.8417, 0.5885], [4.1794, -2.5082, -1.6130], [5.7628, -0.6902, -0.9260], [4.8536, 1.1555, 0.5445], [2.4555, 0.9012, 1.4756], [-0.3148, -2.1023, 2.6358], [1.1245, -2.4218, 3.0744], [1.1413, -2.9527, 4.4426], [1.6420, -3.3974, 2.0243], [1.8804, -1.0906, 2.9599], [-3.9626, 4.0503, 0.3655], [-2.2433, 3.8153, -0.3899], [-2.4615, 3.9520, -2.2651], [-1.1777, 5.3053, 0.0344], [-1.4804, 2.3124, 0.2391], [-0.8113, 1.3710, 0.6049], [-4.5086, 4.9218, -0.0819], [-3.8375, 4.2402, 1.4603], [-4.6447, 3.1853, 0.2241], [-2.6549, 4.9917, -2.6195], [-3.3466, 3.3443, -2.5343], [-1.5935, 3.5827, -2.8530], [-1.5355, 6.2313, -0.4786], [-0.1235, 5.0543, -0.3006], [-1.1304, 5.4282, 1.1540]], "mulliken_charge": [-0.358, 0.004, 0.671, -0.849, -0.222, -0.857, -0.052, 0.007, 0.450, -0.713, -0.283, -0.900, 0.107, 0.069, 0.150, 0.290, 0.366, 0.378, 0.340, 0.328, 0.347, 0.367, 0.346, -0.643, 1.702, -0.644, -0.612, -0.587, -0.925, 0.114, -0.978, -0.927, -1.024, 1.124, 0.260, 0.259, 0.291, 0.273, 0.273, 0.285, 0.268, 0.246, 0.261], "orbital_gap_ha": 0.2777, "fmax_ev_per_a": 3.69, "homo_ev": -4.85, "charge": -1}

Q: Number 1 is which compound?
A: C15H17N3O4